12
Properties=species:S:1:pos:R:3 method="wB97M-V/def2-TZVPD" charge=0 smiles="C=C1C=COC1"
O 1.73154 -0.59743 -0.20015
C -0.50470 0.00698 -0.05782
C 0.34048 1.17433 0.01537
C 1.56957 0.75557 -0.04291
C 0.35990 -1.21143 0.08684
C -1.87282 0.01584 -0.15399
H 0.45948 -1.56316 1.12607
H -0.01376 2.21500 0.12947
H 2.51330 1.25027 -0.12136
H -2.47662 -0.86267 -0.17182
H 0.31622 -2.17087 -0.59534
H -2.42261 0.98756 -0.01436

---

11
Properties=species:S:1:pos:R:3 method="wB97M-V/def2-TZVPD" charge=0 smiles="C=CO.SS"
S 0.69546 0.25543 2.57680
S 2.31353 -0.27479 1.38081
O -0.13962 1.22066 -1.44998
C -0.68540 -0.98246 -0.95847
C -0.87986 0.30020 -0.76802
H -0.06526 -0.79473 2.23884
H 0.13318 -1.30774 -1.58931
H -0.38300 2.10811 -1.16029
H -1.25916 -1.73729 -0.45891
H 1.94554 0.49555 0.34792
H -1.67539 0.71705 -0.15938

---

Computed values of total energy (unit: eV) for the preceding records, in sequence: -7327.71409, -25888.24309.